(1)
ORCA calculation (ωB97M-V/def2-TZVPD) on a structure of composition C42H50BrClF6NO5SSbSeW in a non-equilibrium geometry.

Calculated values
* total charge: +1
* 2S+1: 2
* ⟨S²⟩: 0.77

Element x y z (Å)
W -1.2158 0.1363 1.2012
C 2.9034 -6.3397 0.3865
C 3.2407 -5.0179 1.0753
C 4.6733 -4.6133 0.6981
C 3.1473 -5.2179 2.5954
C 2.2927 -3.8987 0.6596
C 2.4157 -2.6448 1.2663
C 1.5488 -1.6537 0.8952
Se 1.7124 0.0472 1.8518
C 1.9692 1.1771 0.3280
C 3.2426 1.4035 -0.1435
C 3.4171 2.2258 -1.2574
C 2.2730 2.6939 -1.8880
C 0.9608 2.4344 -1.4725
C 0.8380 1.7252 -0.2797
O -0.3587 1.5984 0.4018
C -0.2243 2.9339 -2.3005
C 0.2091 3.3543 -3.7112
C -1.2490 1.8090 -2.4812
C -0.8517 4.1409 -1.5898
C 4.8267 2.5621 -1.7349
C 4.8192 3.4677 -2.9661
C 5.5712 3.2851 -0.6026
C 5.5644 1.2618 -2.0851
C 0.5289 -1.8171 -0.0488
O -0.3321 -0.7595 -0.2255
C 0.4009 -3.0466 -0.6806
C 1.2994 -4.0515 -0.2934
C -0.7240 -3.3438 -1.6794
C -2.0108 -3.6054 -0.8821
C -0.9430 -2.1742 -2.6505
C -0.4104 -4.5839 -2.5245
H 3.5633 -7.1191 0.7683
H 3.0465 -6.2872 -0.6952
H 1.8769 -6.6499 0.5919
H 5.3675 -5.4085 0.9744
H 4.9818 -3.7067 1.2214
H 4.7630 -4.4384 -0.3760
H 3.8351 -6.0094 2.8982
H 2.1369 -5.5015 2.8909
H 3.4051 -4.3153 3.1497
H 3.1537 -2.4590 2.0355
H 4.0872 0.9443 0.3543
H 2.3959 3.2789 -2.7842
H 0.8108 2.5830 -4.1955
H 0.7705 4.2898 -3.7151
H -0.6823 3.5168 -4.3170
H -0.7819 0.9457 -2.9627
H -2.0619 2.1618 -3.1179
H -1.6973 1.5138 -1.5412
H -0.1128 4.9327 -1.4558
H -1.2460 3.8630 -0.6100
H -1.6821 4.5387 -2.1757
H 4.3017 4.4097 -2.7753
H 4.3551 2.9806 -3.8261
H 5.8468 3.7077 -3.2402
H 5.0796 4.2274 -0.3531
H 6.5932 3.5074 -0.9130
H 5.6223 2.6765 0.3014
H 5.0209 0.6971 -2.8446
H 5.6947 0.6205 -1.2121
H 6.5565 1.4922 -2.4760
H 1.2034 -5.0122 -0.7718
H -2.2234 -2.7827 -0.1955
H -1.9229 -4.5154 -0.2871
H -2.8595 -3.7161 -1.5618
H -1.3569 -1.2993 -2.1544
H -1.6428 -2.4799 -3.4301
H -0.0085 -1.8802 -3.1328
H -0.4152 -5.5016 -1.9364
H 0.5571 -4.4936 -3.0214
H -1.1750 -4.6926 -3.2944
O -6.2062 2.6364 -1.1512
S -5.0734 3.4135 -0.7468
O -4.5931 4.4736 -1.5733
N -3.8205 2.3593 -0.4287
C -3.5335 2.3786 0.8204
O -2.6467 1.5992 1.3789
C -4.3216 3.2826 1.6937
C -4.2297 3.4805 3.0590
C -5.1131 4.3841 3.6383
C -6.0547 5.0586 2.8664
C -6.1471 4.8505 1.4928
C -5.2628 3.9545 0.9343
H -3.4896 2.9540 3.6477
H -5.0703 4.5666 4.7034
H -6.7280 5.7587 3.3423
H -6.8838 5.3680 0.8938
Br -7.6013 -1.5579 0.0705
C -5.8323 -1.1245 0.2608
C -5.1130 -0.6770 -0.8774
C -3.7949 -0.3490 -0.7502
C -3.1619 -0.4679 0.5045
C -3.9131 -0.8852 1.6597
C -5.2236 -1.2287 1.5359
H -5.6220 -0.5883 -1.8269
H -3.2422 0.0083 -1.6073
H -3.4389 -0.9425 2.6333
H -5.8014 -1.5647 2.3854
F -1.2202 0.6233 2.9995
Sb 0.8266 -1.5839 4.4135
F 2.7944 -1.7180 4.1253
F -1.1744 -1.5869 1.8948
F 0.7134 -3.3501 3.7410
F -1.0838 -1.6940 4.8305
F 1.1611 -1.9604 6.2237
Cl 1.1992 1.4477 4.7537
C 1.3166 1.9102 3.1657
H 2.2753 2.3186 2.8707
H 0.4193 2.3449 2.7471

***

(2)
ORCA calculation (ωB97M-V/def2-TZVPD) on a cluster of 10 separate species, C42H50F24N2O16 in total in a non-equilibrium geometry.

Calculated values
* SMILES: CCOC(=O)C(F)(F)F.CCOC(=O)C(F)(F)F.CCOC(=O)C(F)(F)F.CCOC(=O)C(F)(F)F.CCOC(=O)C(F)(F)F.CCOC(=O)C(F)(F)F.CCOC(=O)C(F)(F)F.CCOC(=O)C(F)(F)F.c1ccncc1.c1ccncc1
* total charge: 0

Element x y z (Å)
C -2.7466 1.7682 3.4920
C -3.5663 2.3401 2.3746
O -2.8146 3.3962 1.6813
C -2.9210 4.6409 2.0648
O -3.7518 5.2002 2.7126
C -1.6575 5.3622 1.5538
F -0.6111 5.0307 2.3377
F -1.4004 4.9659 0.3162
F -1.8662 6.6651 1.4645
H -1.8387 1.2435 3.1493
H -3.3667 1.0265 3.9486
H -2.4380 2.5491 4.1942
H -4.4689 2.7635 2.7939
H -3.8255 1.5677 1.6272
C -4.4176 8.2436 -1.3487
C -4.2778 8.0537 -2.8353
O -3.1235 7.2352 -3.2243
C -2.9570 6.0476 -2.6198
O -3.7967 5.4114 -2.0629
C -1.4836 5.6069 -2.7795
F -1.1177 5.5993 -4.0641
F -0.6286 6.3459 -2.1076
F -1.3021 4.3736 -2.3646
H -5.0578 9.1058 -1.0336
H -3.4867 8.3189 -0.8864
H -5.0235 7.4588 -0.9153
H -4.1074 9.0490 -3.3676
H -5.1612 7.6522 -3.2036
C 0.4694 -4.5326 4.7362
C 0.2068 -3.0886 4.5086
O -0.3011 -2.4454 5.7381
C -1.3662 -1.6304 5.5788
O -1.9906 -1.3463 4.5964
C -1.5527 -0.8422 6.9659
F -0.5111 -0.0597 7.1638
F -2.6765 -0.0514 6.9152
F -1.7512 -1.5640 8.0495
H 0.9916 -5.0508 3.8657
H -0.4702 -5.0971 4.7717
H 0.9615 -4.6153 5.7206
H -0.4964 -2.9416 3.6605
H 1.1100 -2.5404 4.2548
C -3.9372 -3.6622 -6.6035
C -4.1631 -2.5415 -5.6981
O -3.3504 -1.4349 -6.2132
C -3.0600 -0.5033 -5.2707
O -3.5350 -0.3644 -4.1811
C -2.0017 0.4591 -5.7909
F -2.2868 1.6388 -5.2728
F -0.8144 -0.0200 -5.4153
F -2.0243 0.5910 -7.1236
H -4.4836 -3.4477 -7.5550
H -4.2960 -4.6151 -6.1104
H -2.8755 -3.6281 -6.7475
H -3.8436 -2.7369 -4.7101
H -5.1940 -2.2304 -5.5459
C 1.8494 2.7227 -2.2443
C 2.1120 1.2562 -1.7695
O 2.7207 0.6789 -2.9311
C 3.3804 -0.4616 -2.8224
O 3.3057 -1.3212 -2.0187
C 4.3806 -0.6866 -4.0737
F 4.9722 -1.8409 -3.9994
F 3.7208 -0.6808 -5.2839
F 5.3743 0.2345 -4.0764
H 1.1264 2.7760 -3.0712
H 2.7883 3.1927 -2.6043
H 1.4992 3.4865 -1.5291
H 1.2498 0.7805 -1.4420
H 2.7973 1.2329 -0.9440
C 2.0026 -5.4839 -0.0203
C 0.6987 -5.0905 0.6598
O -0.4400 -5.5416 -0.1469
C -1.5878 -5.3206 0.4459
O -1.7171 -4.8013 1.5553
C -2.7579 -5.8747 -0.3230
F -2.4479 -7.0476 -0.8756
F -3.8082 -6.0589 0.4060
F -2.9587 -4.9798 -1.2933
H 2.8487 -5.2313 0.5939
H 2.0683 -4.9209 -0.9438
H 1.9580 -6.5091 -0.2983
H 0.6839 -3.9506 0.7463
H 0.6439 -5.5920 1.6750
C 1.7078 4.0433 7.0120
C 1.4372 2.9001 6.0035
O 2.1772 3.2311 4.8205
C 2.6418 2.1653 4.1304
O 2.6677 1.0422 4.5637
C 3.2894 2.7735 2.8475
F 2.5880 3.6759 2.2476
F 4.4388 3.3825 3.2795
F 3.6384 1.7788 1.9254
H 1.5116 5.0189 6.4917
H 2.7437 3.9987 7.2848
H 1.1419 3.8386 7.9056
H 0.3722 2.7971 5.7379
H 1.7826 1.9257 6.4454
C 2.4399 -4.2809 -6.6306
C 2.9073 -3.9840 -5.2467
O 1.9180 -3.1512 -4.5450
C 0.9879 -3.6854 -3.7873
O 0.7694 -4.8133 -3.5264
C 0.1510 -2.6114 -3.0937
F 0.2608 -2.7424 -1.7319
F 0.3891 -1.3600 -3.4002
F -1.1696 -2.8923 -3.3572
H 2.2075 -3.3608 -7.1782
H 1.4894 -4.9461 -6.5481
H 3.1649 -4.7800 -7.2489
H 3.8241 -3.3707 -5.3093
H 3.0294 -4.9117 -4.7488
C 5.3099 -1.2190 2.2747
C 4.5729 -1.5028 1.1505
C 3.5766 -2.4827 1.2632
N 3.2946 -3.0735 2.4344
C 4.0848 -2.8649 3.4650
C 5.0033 -1.8480 3.4671
H 6.0014 -0.3667 2.2469
H 4.5776 -1.1218 0.1119
H 2.8841 -2.7781 0.4473
H 3.9205 -3.4516 4.3923
H 5.5387 -1.6715 4.3964
C -1.1207 0.0205 0.4379
C -0.3719 -0.5671 1.4387
C 0.6268 0.1100 2.0701
N 0.9326 1.3592 1.7621
C 0.1620 1.9912 0.8359
C -0.8872 1.3560 0.2032
H -1.9530 -0.4255 -0.0799
H -0.7126 -1.5254 1.8421
H 1.2201 -0.3345 2.8652
H 0.3541 3.0436 0.5548
H -1.5289 1.9845 -0.4799

***

(3)
ORCA calculation (ωB97M-V/def2-TZVPD) on a structure of composition C42H50N4O2P2SbSe4Y in a non-equilibrium geometry.

Calculated values
* total charge: -2

Element x y z (Å)
Y 0.2742 0.6451 0.1050
O 6.3106 2.5657 3.7956
C 5.1534 2.5577 4.2450
O 4.7342 2.5647 5.4183
C 4.0378 2.5111 3.1678
C 2.7089 2.3629 3.5418
C 1.7472 2.1539 2.5723
N 2.0477 2.0290 1.2677
C 3.2991 2.3109 0.8901
C 4.3106 2.5650 1.8080
C 3.5108 2.5010 -0.5788
C 3.2125 3.7409 -1.1321
C 3.3293 3.8998 -2.5013
C 3.7854 2.8254 -3.2513
C 4.0608 1.6343 -2.6039
N 3.9210 1.4546 -1.2910
C 0.3075 2.1501 2.9557
C -0.1353 3.0384 3.9336
C -1.4827 3.0708 4.2383
C -2.3551 2.2115 3.5826
C -1.8416 1.3791 2.6091
N -0.5478 1.3711 2.2924
H 2.4721 2.3863 4.5976
H 5.3178 2.7785 1.4766
H 2.8090 4.5370 -0.5199
H 2.9912 4.8190 -2.9670
H 3.8829 2.8966 -4.3260
H 4.3793 0.7633 -3.1712
H 0.5651 3.7106 4.4062
H -1.8560 3.7779 4.9681
H -3.4156 2.2111 3.7914
H -2.4744 0.7067 2.0422
C 4.7029 -1.3073 0.6748
C 3.6876 -2.2923 0.0749
C 4.3780 -3.0579 -1.0553
P 2.1104 -1.4964 -0.5154
C 1.1391 -2.8879 -1.2757
C 1.1599 -4.2290 -0.5477
C 1.4060 -3.0122 -2.7785
C 1.1676 -1.4833 1.1709
C 1.8931 -1.3186 2.3670
C 1.3182 -1.4429 3.6180
C 2.1592 -1.3221 4.8619
C -0.0444 -1.7147 3.6883
C -0.8216 -1.7603 2.5595
C -0.2806 -1.5785 1.2663
N -1.0905 -1.2654 0.1921
C -2.3455 -1.8098 0.0055
C -2.6840 -3.0816 0.4894
C -3.8924 -3.6795 0.1730
C -4.8066 -3.0521 -0.6601
C -6.1015 -3.7071 -1.0592
C -4.4601 -1.7953 -1.1506
C -3.2779 -1.1387 -0.8293
P -2.7791 0.4829 -1.5933
C -4.1642 1.6788 -1.2293
C -5.5651 1.3689 -1.7466
C -4.1999 1.9832 0.2628
C -3.0712 0.0631 -3.3751
C -2.1319 -1.0786 -3.7693
C -2.8096 1.2862 -4.2583
H 5.3550 -1.8389 1.3726
H 4.2632 -0.4613 1.1974
H 5.3149 -0.8736 -0.1136
H 3.3775 -3.0085 0.8424
H 4.6138 -2.3888 -1.8864
H 3.7901 -3.8886 -1.4377
H 5.3236 -3.4592 -0.6818
H 0.1216 -2.4953 -1.1881
H 2.0923 -4.7764 -0.6971
H 0.3467 -4.8576 -0.9202
H 1.0098 -4.0992 0.5264
H 2.3745 -3.4627 -3.0007
H 1.3728 -2.0318 -3.2592
H 0.6336 -3.6323 -3.2395
H 2.9573 -1.1432 2.3256
H 3.0642 -0.7437 4.6748
H 2.4596 -2.3059 5.2333
H 1.6096 -0.8232 5.6621
H -0.5112 -1.8363 4.6609
H -1.8956 -1.8695 2.6434
H -1.9629 -3.6230 1.0907
H -4.1126 -4.6671 0.5670
H -6.2176 -4.6742 -0.5681
H -6.1470 -3.8739 -2.1379
H -6.9631 -3.0911 -0.7918
H -5.1476 -1.3152 -1.8364
H -3.7884 2.5790 -1.7362
H -5.9505 0.4407 -1.3248
H -5.6007 1.3020 -2.8347
H -6.2522 2.1654 -1.4453
H -4.5071 1.0995 0.8341
H -4.9134 2.7849 0.4718
H -3.2157 2.3126 0.5984
H -4.1054 -0.2755 -3.5056
H -1.0980 -0.7905 -3.5555
H -2.2066 -1.2766 -4.8419
H -2.3533 -2.0011 -3.2276
H -1.7402 1.5247 -4.2766
H -3.3213 2.1906 -3.9109
H -3.1206 1.0926 -5.2875
Se -0.7177 4.5034 -6.1624
Sb -0.7173 4.6766 -3.7226
Se 0.4606 1.8869 -2.3798
Se -0.5606 3.2362 -0.5797
Se 0.9296 6.3074 -3.0743

***

(4)
ORCA calculation (ωB97M-V/def2-TZVPD) on a structure of composition C42H51Cl3N14O4S2Sr.

Calculated values
* total charge: +2

Element x y z (Å)
Sr 0.8672 0.1831 -0.2814
O -0.8948 -5.2536 -5.1273
C -1.9247 -4.3441 -4.8094
C -1.3522 -3.2207 -3.9917
C -2.1810 -2.3217 -3.3329
C -1.6097 -1.3099 -2.5867
N -0.2902 -1.1277 -2.4689
C 0.5111 -1.9694 -3.1397
C 0.0163 -3.0320 -3.8853
C 1.9815 -1.7171 -3.0808
C 2.8263 -2.1985 -4.0718
C 4.1868 -1.9369 -4.0129
C 5.1275 -2.4472 -5.0786
O 4.5520 -2.3952 -6.3670
C 4.6536 -1.1796 -2.9473
C 3.7476 -0.7277 -2.0075
N 2.4385 -0.9803 -2.0600
H -1.2576 -5.9766 -5.6476
H -2.7291 -4.8246 -4.2425
H -2.3694 -3.9154 -5.7156
H -3.2593 -2.4108 -3.3829
H -2.2286 -0.5992 -2.0524
H 0.6783 -3.7344 -4.3669
H 2.4260 -2.7343 -4.9197
H 5.4385 -3.4640 -4.8211
H 6.0265 -1.8285 -5.0823
H 4.2711 -3.2723 -6.6402
H 5.7021 -0.9273 -2.8559
H 4.0835 -0.1193 -1.1735
N 0.4519 1.9430 -3.4852
C 1.4683 2.6025 -2.9076
N 2.0280 3.5726 -3.6233
C 3.0763 4.1605 -3.0519
N 3.6795 5.1520 -3.7110
N 3.5832 3.8282 -1.8442
C 2.9430 2.8665 -1.2191
N 1.8596 2.2154 -1.6665
C 3.5126 2.4705 0.1112
C 4.5855 3.1762 0.6378
C 5.1055 2.7896 1.8621
C 4.5353 1.7141 2.5221
C 3.4681 1.0660 1.9230
N 2.9624 1.4260 0.7428
H 0.1468 2.2703 -4.3854
H -0.1415 1.3214 -2.9569
H 3.3646 5.4009 -4.6316
H 4.4929 5.5882 -3.3156
H 4.9920 4.0075 0.0830
H 5.9441 3.3209 2.2918
H 4.9067 1.3756 3.4792
H 2.9948 0.2194 2.4075
C -5.4476 -0.6736 6.0442
C -4.1787 -1.4719 6.1614
C -4.2040 -2.8479 6.3610
C -3.0323 -3.5835 6.4685
C -1.7985 -2.9469 6.4077
N -0.6034 -3.6989 6.5468
C 0.4631 -3.7444 5.6832
O 1.4534 -4.4057 5.9067
N 0.3006 -2.9786 4.5394
C 1.1979 -2.8638 3.4844
C 2.4064 -3.5488 3.3674
C 3.1743 -3.3271 2.2355
C 2.7397 -2.4457 1.2610
N 1.5880 -1.7762 1.3755
C 0.8503 -1.9841 2.4609
C -1.7579 -1.5639 6.2444
C -2.9350 -0.8456 6.1038
H -6.3201 -1.3224 5.9901
H -5.4362 -0.0447 5.1520
H -5.5741 -0.0161 6.9057
H -5.1566 -3.3597 6.4249
H -3.0718 -4.6570 6.6083
H -0.5317 -4.3652 7.3001
H -0.5846 -2.5119 4.4220
H 2.7194 -4.2311 4.1423
H 4.1134 -3.8479 2.1098
H 3.3198 -2.2706 0.3633
H -0.0719 -1.4143 2.5336
H -0.8020 -1.0536 6.2647
H -2.8887 0.2327 5.9915
Cl -4.3008 -3.5864 0.4593
C -3.6116 -2.4373 1.6033
Cl -4.7928 -1.1893 2.0254
Cl -3.0393 -3.2580 3.0592
C -2.4568 -1.7855 0.9757
N -1.5559 -1.2744 0.4878
C -2.6431 3.6670 -4.5581
N -2.9303 2.9572 -3.3138
C -3.7457 1.7641 -3.4844
C -2.2384 3.1777 -2.1776
S -1.9811 1.9383 -1.0371
N -1.7440 4.4175 -1.9838
C -2.4690 5.6166 -2.4051
C -0.7444 4.6702 -0.9565
H -2.4720 2.9265 -5.3421
H -1.7460 4.2704 -4.4522
H -3.4714 4.3042 -4.8698
H -4.5395 1.9932 -4.1945
H -4.1845 1.4702 -2.5362
H -3.1534 0.9312 -3.8754
H -3.4308 5.3521 -2.8322
H -1.8989 6.2018 -3.1276
H -2.6486 6.2353 -1.5248
H -0.0496 3.8375 -0.8907
H -1.2088 4.8138 0.0226
H -0.2031 5.5758 -1.2301
C -0.1932 2.2638 4.0101
S -0.9093 2.3217 2.3722
C -2.4544 1.5117 2.7624
O -0.1112 1.3157 1.5783
H -0.1676 1.2276 4.3477
H -0.7867 2.8826 4.6826
H 0.8158 2.6654 3.9400
H -3.0222 2.1561 3.4340
H -2.2444 0.5494 3.2322
H -2.9953 1.3834 1.8265

***

Values for energy above the lowest of the compared OMol25 structures with the same formula, charge and spin, kJ/mol, ordered as above
176.3, 57.9, 175.7, 7.9